[1]
An isolated molecule of C17H18N2O5, computed with ωB97M-V/def2-TZVPD.

Last column: Löwdin charge in e.
Positions of all 42 atoms, in Å:
O 4.0588 5.2976 -4.4882  -0.06
N 3.8365 4.8099 -3.2051  -0.01
C 2.8243 4.0538 -3.0823  -0.12
C 2.4730 3.4771 -1.8021  -0.22
C 1.3564 2.6518 -1.6939  -0.02
C 0.9911 2.0876 -0.4859  -0.01
C 1.7474 2.3460 0.6520  -0.26
O 1.5060 1.8670 1.9073  -0.04
C 0.3404 1.1286 2.2136  -0.12
C 0.6576 -0.3754 2.3065  -0.33
O 1.7305 -0.5985 3.1816  0.00
C 0.9608 -0.9781 0.9175  -0.13
O -0.1447 -0.8984 0.0483  -0.05
C -1.1753 -1.7833 0.1672  -0.25
C -2.2361 -1.5800 -0.7186  0.00
C -3.3307 -2.4138 -0.7034  -0.03
C -3.4018 -3.4785 0.1974  -0.22
C -4.5618 -4.3443 0.2022  -0.12
N -4.6550 -5.3132 1.0171  -0.01
O -5.8211 -6.0633 0.9135  -0.06
C -2.3375 -3.6767 1.0767  -0.02
C -1.2372 -2.8436 1.0686  -0.01
C 2.8751 3.1683 0.5511  0.01
C 3.2321 3.7238 -0.6537  -0.02
H 4.8515 5.8457 -4.4049  0.09
H 2.1850 3.8140 -3.9337  0.13
H 0.7617 2.4410 -2.5709  0.11
H 0.1328 1.4357 -0.4569  0.10
H -0.4688 1.3069 1.5031  0.13
H 0.0272 1.4767 3.2037  0.14
H -0.2110 -0.8856 2.7380  0.15
H 2.3971 0.0803 3.0076  0.10
H 1.7553 -0.4046 0.4300  0.13
H 1.3087 -2.0095 1.0400  0.13
H -2.1722 -0.7585 -1.4150  0.12
H -4.1423 -2.2425 -1.3954  0.11
H -5.3505 -4.1300 -0.5210  0.13
H -5.7306 -6.7467 1.5921  0.09
H -2.3898 -4.4993 1.7717  0.11
H -0.4359 -3.0307 1.7658  0.11
H 3.4507 3.3554 1.4443  0.12
H 4.0993 4.3592 -0.7328  0.11

ΔE to the lowest compared entry with this formula, charge and spin = 134.7 kcal/mol
Total charge = 0
Frontier orbital gap = 9.01 eV
E_tot = -1144.1914 Eh

[2]
An isolated molecule of C17H18N2O5S, computed with ωB97M-V/def2-TZVPD.

Last column: Löwdin charge in e.
Positions of all 43 atoms, in Å:
C -6.5159 0.5260 0.7868  -0.08
O -5.3037 1.2427 0.7735  -0.07
C -4.1931 0.6336 0.2927  -0.26
C -4.1535 -0.6612 -0.2003  0.07
C -2.9543 -1.2036 -0.6700  -0.26
O -3.0348 -2.4884 -1.1064  -0.07
C -1.8739 -3.1037 -1.6146  -0.07
C -1.7948 -0.4429 -0.6642  0.01
C -1.8412 0.8635 -0.1730  -0.13
C -0.6089 1.6884 -0.0871  -0.47
O -0.3871 2.5078 0.7853  0.06
N 0.2742 1.4988 -1.1054  0.10
N 1.5766 1.9866 -0.9778  0.09
C 2.5978 1.1944 -1.3946  -0.51
O 2.3839 0.2011 -2.0620  0.08
C 3.9682 1.6757 -0.9742  -0.08
C 4.2806 1.1921 0.4545  -0.12
C 4.2553 -0.3290 0.4754  -0.43
O 5.2294 -0.9865 0.1841  0.10
C 2.9828 -0.9570 0.8161  -0.44
C 2.6599 -2.2758 0.6074  -0.08
C 1.3516 -2.5918 1.0057  -0.17
C 0.6903 -1.5189 1.5255  -0.38
S 1.6483 -0.1045 1.5335  1.10
C -3.0207 1.3942 0.3139  0.06
H -7.2541 1.2055 1.2093  0.09
H -6.4461 -0.3683 1.4137  0.10
H -6.8233 0.2393 -0.2237  0.10
H -5.0247 -1.2939 -0.2323  0.12
H -1.4921 -2.5778 -2.4950  0.10
H -2.1770 -4.1095 -1.9004  0.10
H -1.0855 -3.1640 -0.8577  0.08
H -0.8609 -0.8676 -0.9955  0.10
H 0.2290 0.7233 -1.7558  0.14
H 1.6495 2.6762 -0.2382  0.15
H 4.7044 1.2538 -1.6597  0.13
H 4.0147 2.7642 -1.0136  0.12
H 5.2852 1.5227 0.7222  0.13
H 3.5612 1.6034 1.1640  0.09
H 3.3516 -2.9702 0.1668  0.12
H 0.9192 -3.5730 0.9196  0.10
H -0.3114 -1.4722 1.9071  0.07
H -3.0421 2.3959 0.7094  0.13

ΔE to the lowest compared entry with this formula, charge and spin = 44.1 kcal/mol
Total charge = 0
Frontier orbital gap = 8.77 eV
E_tot = -1542.4941 Eh

[3]
An isolated molecule of C17H18N2O5S, computed with ωB97M-V/def2-TZVPD.

Last column: Löwdin charge in e.
Positions of all 43 atoms, in Å:
C -4.3350 -5.6771 0.7525  0.00
C -3.7705 -4.4164 0.1379  -0.50
O -4.3922 -3.6925 -0.5983  0.08
N -2.4681 -4.1959 0.5214  0.12
C -1.6136 -3.1608 0.1618  -0.20
C -0.3303 -3.1536 0.7171  -0.01
C 0.5631 -2.1524 0.3939  -0.05
C 0.1774 -1.1552 -0.4831  -0.29
S 1.3365 0.1182 -0.9371  0.71
O 1.4449 0.1602 -2.3786  -0.28
O 2.5599 -0.0525 -0.2103  -0.26
N 0.5049 1.5152 -0.5562  -0.22
C 0.9886 2.7050 -1.2393  -0.08
C 0.0122 3.0575 -2.3749  -0.52
O -0.5472 4.1160 -2.4411  0.11
O -0.1757 2.0853 -3.2517  0.11
C -0.0139 1.6682 0.7936  -0.13
C 1.0123 2.1428 1.7895  -0.21
C 1.1520 3.4977 2.0669  -0.05
C 2.1313 3.9391 2.9401  -0.08
C 2.9784 3.0293 3.5482  -0.09
C 2.8342 1.6764 3.2902  -0.07
C 1.8553 1.2350 2.4182  -0.04
C -1.0858 -1.1506 -1.0475  -0.03
C -1.9860 -2.1480 -0.7256  0.02
H -3.7505 -6.5410 0.4428  0.09
H -5.3615 -5.8046 0.4222  0.09
H -4.3151 -5.6096 1.8383  0.09
H -2.0640 -4.8762 1.1512  0.14
H -0.0360 -3.9382 1.3993  0.12
H 1.5612 -2.1305 0.8021  0.11
H 1.9755 2.5006 -1.6673  0.14
H 1.0749 3.5458 -0.5497  0.12
H 0.4085 1.3049 -3.0697  0.06
H -0.8513 2.3711 0.7392  0.14
H -0.3993 0.6868 1.0820  0.12
H 0.4814 4.2122 1.6096  0.11
H 2.2311 4.9947 3.1453  0.10
H 3.7449 3.3730 4.2267  0.10
H 3.4868 0.9622 3.7693  0.10
H 1.7485 0.1805 2.2156  0.10
H -1.3558 -0.3656 -1.7353  0.12
H -2.9735 -2.1556 -1.1555  0.11

ΔE to the lowest compared entry with this formula, charge and spin = 15.0 kcal/mol
Total charge = 0
Frontier orbital gap = 9.59 eV
E_tot = -1542.5404 Eh

[4]
An isolated molecule of C17H18N2OS, computed with ωB97M-V/def2-TZVPD.

Last column: Löwdin charge in e.
Positions of all 39 atoms, in Å:
C 3.6470 2.0777 1.2540  -0.04
C 4.0878 1.1085 0.2018  -0.21
C 5.2409 1.3020 -0.5355  -0.05
C 5.6354 0.3935 -1.5059  -0.10
C 4.8646 -0.7268 -1.7411  -0.09
C 3.7037 -0.9446 -1.0149  -0.02
C 3.3084 -0.0333 -0.0455  -0.23
O 2.1851 -0.1524 0.7213  -0.05
C 1.3518 -1.2728 0.5373  -0.23
C 0.1639 -1.1242 1.4836  -0.23
C -0.7575 -2.3290 1.4467  -0.45
S -1.4796 -2.6146 -0.2036  0.97
C -2.6580 -1.3384 -0.2194  -0.66
N -2.8724 -0.4971 0.7492  0.12
C -3.8888 0.3134 0.3032  -0.23
C -4.5187 1.3833 0.9257  -0.02
C -5.5240 2.0239 0.2303  -0.10
C -5.9032 1.6226 -1.0508  -0.10
C -5.2890 0.5612 -1.6883  -0.03
C -4.2805 -0.0849 -0.9969  -0.20
N -3.4671 -1.1504 -1.3050  0.11
H 2.6580 2.4654 1.0147  0.09
H 3.5724 1.5754 2.2172  0.08
H 4.3458 2.9059 1.3359  0.08
H 5.8423 2.1799 -0.3474  0.11
H 6.5391 0.5632 -2.0715  0.10
H 5.1592 -1.4437 -2.4931  0.10
H 3.1176 -1.8278 -1.2158  0.10
H 1.9004 -2.1995 0.7651  0.14
H 0.9983 -1.3244 -0.5021  0.11
H -0.4001 -0.2275 1.2240  0.10
H 0.5390 -1.0023 2.5017  0.12
H -0.2255 -3.2505 1.6831  0.08
H -1.5973 -2.1913 2.1249  0.07
H -4.2247 1.6919 1.9157  0.11
H -6.0341 2.8593 0.6866  0.10
H -6.6958 2.1544 -1.5556  0.10
H -5.5820 0.2502 -2.6798  0.11
H -3.4625 -1.6962 -2.1495  0.15

ΔE to the lowest compared entry with this formula, charge and spin = 19.3 kcal/mol
Total charge = 0
Frontier orbital gap = 8.61 eV
E_tot = -1241.5647 Eh

[5]
An isolated molecule of C17H18N4O, computed with ωB97M-V/def2-TZVPD.

Last column: Löwdin charge in e.
Positions of all 40 atoms, in Å:
C 1.1010 -3.8827 5.0344  -0.10
O 2.1716 -3.0695 4.5772  -0.11
C 1.7073 -2.0420 3.7715  -0.29
C 0.7496 -1.1126 4.1516  -0.02
C 0.3231 -0.0949 3.2603  -0.02
C 0.5791 -0.1417 1.8715  -0.23
C -0.3364 0.5406 0.8751  -0.18
N 0.0382 1.8957 0.4540  -0.10
C 1.4386 2.1074 0.0364  -0.15
N 1.6508 1.4495 -1.2424  0.06
C 0.7213 1.2602 -2.2101  -0.36
N 0.8159 0.7988 -3.4153  0.15
C -0.4499 0.7935 -3.9877  -0.24
C -0.8928 0.3566 -5.2509  0.00
C -2.2881 0.3727 -5.5055  -0.08
C -3.1001 0.6801 -4.4122  -0.11
C -2.7065 1.3635 -3.2427  -0.01
C -1.3298 1.3118 -3.0686  -0.16
N -0.5896 1.6939 -1.8648  0.06
C -1.0093 2.2506 -0.6069  -0.11
C 1.4428 -1.1653 1.3976  0.00
C 2.1027 -1.9925 2.3923  0.04
H 1.0581 -4.8739 4.4588  0.10
H 1.4046 -4.1117 6.0570  0.09
H 0.0391 -3.5265 4.7779  0.12
H 0.4042 -0.9884 5.1621  0.11
H -0.3570 0.5700 3.7131  0.10
H -0.5758 -0.1661 0.0206  0.14
H -1.3505 0.5335 1.3623  0.13
H 2.0028 1.5188 0.8056  0.13
H 1.6989 3.1886 -0.0718  0.13
H 2.4509 0.7640 -1.3638  0.17
H -0.1824 0.1960 -5.9684  0.07
H -2.6317 -0.0954 -6.3822  0.08
H -4.1545 0.3847 -4.5082  0.10
H -3.3741 1.8018 -2.5376  0.09
H -1.1412 3.2934 -0.7012  0.11
H -2.0224 1.8814 -0.3706  0.13
H 1.6836 -1.1050 0.3909  0.08
H 2.9077 -2.6391 2.1407  0.10

ΔE to the lowest compared entry with this formula, charge and spin = 101.5 kcal/mol
Total charge = 0
Frontier orbital gap = 8.34 eV
E_tot = -952.7762 Eh

[6]
A structure of composition C17H18N4O3Rh, computed with ωB97M-V/def2-TZVPD.

Last column: Löwdin charge in e.
Positions of all 43 atoms, in Å:
Rh 0.8093 -0.2469 -0.0458  1.35
C -2.5483 1.6590 -1.8301  0.01
C -1.2545 0.9854 -1.5808  -0.20
N -1.0042 0.3992 -0.3735  -0.14
N -1.8019 0.2360 0.6253  0.18
C -0.9980 -0.0340 1.8074  -0.57
O -0.0864 -0.9560 1.5245  -0.18
C -1.8422 -0.2661 3.0329  -0.14
C -3.0148 0.4626 3.1861  -0.02
C -3.7573 0.3373 4.3461  -0.06
C -3.3322 -0.5154 5.3550  -0.06
C -2.1702 -1.2527 5.1941  -0.06
C -1.4246 -1.1364 4.0341  -0.02
C -0.1706 0.9292 -2.4665  -0.20
C -0.1160 1.5337 -3.7493  0.02
C 0.9615 1.3144 -4.5614  -0.03
C 2.0104 0.4837 -4.1068  -0.02
C 1.9554 -0.0250 -2.8261  -0.12
N 0.9320 0.1935 -2.0042  -0.09
H -3.2027 1.5092 -0.9765  0.08
H -3.0250 1.2710 -2.7299  0.10
H -2.3896 2.7286 -1.9743  0.11
H -3.3268 1.1201 2.3904  0.11
H -4.6683 0.9030 4.4637  0.11
H -3.9097 -0.6105 6.2616  0.11
H -1.8383 -1.9174 5.9767  0.11
H -0.5256 -1.7177 3.9020  0.11
H -0.9406 2.1497 -4.0678  0.12
H 1.0148 1.7538 -5.5443  0.12
H 2.8298 0.2292 -4.7563  0.11
H 2.7520 -0.6584 -2.4550  0.12
N 2.6734 -0.6510 1.0142  -0.08
C 2.9372 0.3897 2.0424  -0.20
C 1.7894 0.5532 3.0573  -0.07
C 0.8139 1.6288 2.5877  -0.50
O 1.0733 2.7923 2.7097  0.14
O -0.3193 1.3113 1.9452  0.05
H 2.5236 -1.5407 1.5018  0.11
H 3.5226 -0.7628 0.4585  0.11
H 3.1025 1.3486 1.5374  0.13
H 3.8517 0.1329 2.5889  0.13
H 2.2131 0.9418 3.9839  0.14
H 1.2986 -0.3973 3.2552  0.10

Total charge = +1
Frontier orbital gap (alpha / beta) = 6.02 / 5.94 eV
Spin multiplicity = 5
E_tot = -1213.5368 Eh

[7]
A structure of composition C17H19AsN4OS6Y, computed with ωB97M-V/def2-TZVPD.

Last column: Löwdin charge in e.
Positions of all 49 atoms, in Å:
Y 0.0507 0.0958 -0.7753  0.56
S 0.1297 2.8481 -1.0019  0.51
C 0.7020 3.0046 0.6361  -0.85
N 0.1846 3.7279 1.5688  0.03
N -0.9686 4.3533 1.2733  -0.01
C -1.7392 4.8609 2.3062  -0.26
C -1.2121 5.0564 3.5854  -0.05
C -2.0200 5.5522 4.5954  -0.11
C -3.3532 5.8646 4.3609  -0.12
C -3.8700 5.6794 3.0848  -0.10
C -3.0766 5.1836 2.0647  -0.04
N 1.8140 2.2947 1.1453  0.04
N 2.0394 1.1875 0.6322  -0.01
C 3.1592 0.4958 1.1973  -0.24
C 3.9605 1.0553 2.1940  -0.04
C 5.0184 0.3283 2.7040  -0.10
C 5.2830 -0.9542 2.2288  -0.09
C 4.4847 -1.5016 1.2388  -0.07
C 3.4199 -0.7789 0.7170  -0.04
H -1.4112 4.0838 0.3973  0.07
H -0.1761 4.8104 3.7687  0.10
H -1.5976 5.6959 5.5827  0.10
H -3.9775 6.2488 5.1566  0.09
H -4.9063 5.9180 2.8802  0.10
H -3.4898 5.0288 1.0747  0.11
H 3.7428 2.0514 2.5520  0.10
H 5.6433 0.7599 3.4758  0.10
H 6.1120 -1.5203 2.6348  0.10
H 4.6781 -2.4977 0.8633  0.11
H 2.8017 -1.2093 -0.0633  0.00
S 1.5667 -1.3487 -2.4426  -0.11
As -0.1503 -2.6294 -1.8355  -0.48
S 0.0560 -2.3980 0.3629  -0.11
S -1.7941 -1.1755 -2.2216  -0.14
S -0.3194 -4.5326 -2.6304  -0.13
O -1.1261 0.6642 1.2061  -0.69
S -1.1496 -0.0752 2.5283  0.92
C -2.9055 -0.4852 2.7891  -0.29
C -3.4375 0.4006 3.9148  -0.23
C -2.6478 1.7064 3.8426  -0.23
C -1.1915 1.2701 3.7430  -0.31
H -3.0014 -1.5552 2.9592  0.09
H -3.3481 -0.2424 1.8219  0.10
H -3.2667 -0.0790 4.8822  0.11
H -4.5119 0.5538 3.8089  0.11
H -2.8166 2.3517 4.7050  0.11
H -2.9266 2.2727 2.9517  0.11
H -0.8259 0.8570 4.6862  0.10
H -0.5008 2.0336 3.3825  0.07

Total charge = -1
Frontier orbital gap = 6.05 eV
E_tot = -5616.9484 Eh

[8]
A structure of composition C17H19BN6O3Os, computed with ωB97M-V/def2-TZVPD.

Last column: Löwdin charge in e.
Positions of all 47 atoms, in Å:
H 2.0521 -2.8632 0.6799  0.11
N 0.1905 -2.4094 -0.2076  -0.13
B -2.0175 -2.6217 -1.5840  -0.46
N -0.7519 -3.2406 -0.8991  0.00
C -0.3936 -4.5361 -0.7696  -0.01
Os -0.0539 -0.8024 1.3176  1.70
H -1.0028 -5.3319 -1.1917  0.15
C 0.8038 -4.6095 -0.0586  0.00
H 1.3551 -5.4848 0.2546  0.12
C 1.1744 -3.2782 0.1902  -0.12
H -2.7297 -3.4895 -1.9684  0.12
C 0.3021 4.2035 -1.3486  -0.03
H 0.6696 4.9569 -0.6610  0.02
H -0.0618 3.3470 -0.7943  -0.01
H -0.4895 4.6143 -1.9630  0.02
N -1.6115 -1.8035 -2.8537  0.04
N -2.7549 -1.7326 -0.5220  0.01
N -0.8090 -0.7376 -2.6275  0.13
N -2.0246 -0.9290 0.4176  -0.11
C -1.8392 -1.8350 -4.1833  0.09
C -4.0768 -1.6612 -0.2352  -0.01
H -2.4477 -2.5750 -4.6318  0.15
H -4.8061 -2.2872 -0.7526  0.15
C -1.1603 -0.7506 -4.7718  0.12
C -4.2767 -0.7064 0.7605  0.00
C -0.4971 -0.1089 -3.7154  -0.05
C -2.9993 -0.2366 1.0956  -0.09
H -1.1231 -0.4296 -5.7850  0.14
H -5.2047 -0.3833 1.2235  0.13
H 0.1609 0.7436 -3.7078  0.14
H -2.7086 0.5590 1.7769  0.11
H 1.0914 3.9062 -1.9742  0.00
O 3.3003 -0.0132 2.1671  0.06
C 3.1014 1.3072 2.4577  -0.24
C 4.2482 2.0884 2.6425  0.02
C 4.1165 3.4385 2.9543  -0.02
C 2.8538 4.0361 3.0572  -0.04
C 1.7053 3.2759 2.8148  0.01
C 1.8071 1.8894 2.5536  -0.09
C 0.6089 1.0576 2.2040  -0.51
O -0.3456 1.6250 1.5549  0.02
O 0.5225 -0.1911 2.9260  -0.22
H 2.4340 -0.4542 2.3234  0.06
H 5.2250 1.6131 2.5598  0.14
H 5.0134 4.0304 3.1213  0.13
H 2.7460 5.0912 3.3189  0.12
H 0.7034 3.7191 2.8342  0.13

ΔE to the lowest compared entry with this formula, charge and spin = 82.9 kcal/mol
Total charge = +2
Frontier orbital gap (alpha / beta) = 5.47 / 3.89 eV
Spin multiplicity = 5
E_tot = -1328.2155 Eh

> Which of these has the highest total charge?

C17H19BN6O3Os

Repeat the eighth record exactly.
A structure of composition C17H19BN6O3Os, computed with ωB97M-V/def2-TZVPD.

Last column: Löwdin charge in e.
Positions of all 47 atoms, in Å:
H 2.0521 -2.8632 0.6799  0.11
N 0.1905 -2.4094 -0.2076  -0.13
B -2.0175 -2.6217 -1.5840  -0.46
N -0.7519 -3.2406 -0.8991  0.00
C -0.3936 -4.5361 -0.7696  -0.01
Os -0.0539 -0.8024 1.3176  1.70
H -1.0028 -5.3319 -1.1917  0.15
C 0.8038 -4.6095 -0.0586  0.00
H 1.3551 -5.4848 0.2546  0.12
C 1.1744 -3.2782 0.1902  -0.12
H -2.7297 -3.4895 -1.9684  0.12
C 0.3021 4.2035 -1.3486  -0.03
H 0.6696 4.9569 -0.6610  0.02
H -0.0618 3.3470 -0.7943  -0.01
H -0.4895 4.6143 -1.9630  0.02
N -1.6115 -1.8035 -2.8537  0.04
N -2.7549 -1.7326 -0.5220  0.01
N -0.8090 -0.7376 -2.6275  0.13
N -2.0246 -0.9290 0.4176  -0.11
C -1.8392 -1.8350 -4.1833  0.09
C -4.0768 -1.6612 -0.2352  -0.01
H -2.4477 -2.5750 -4.6318  0.15
H -4.8061 -2.2872 -0.7526  0.15
C -1.1603 -0.7506 -4.7718  0.12
C -4.2767 -0.7064 0.7605  0.00
C -0.4971 -0.1089 -3.7154  -0.05
C -2.9993 -0.2366 1.0956  -0.09
H -1.1231 -0.4296 -5.7850  0.14
H -5.2047 -0.3833 1.2235  0.13
H 0.1609 0.7436 -3.7078  0.14
H -2.7086 0.5590 1.7769  0.11
H 1.0914 3.9062 -1.9742  0.00
O 3.3003 -0.0132 2.1671  0.06
C 3.1014 1.3072 2.4577  -0.24
C 4.2482 2.0884 2.6425  0.02
C 4.1165 3.4385 2.9543  -0.02
C 2.8538 4.0361 3.0572  -0.04
C 1.7053 3.2759 2.8148  0.01
C 1.8071 1.8894 2.5536  -0.09
C 0.6089 1.0576 2.2040  -0.51
O -0.3456 1.6250 1.5549  0.02
O 0.5225 -0.1911 2.9260  -0.22
H 2.4340 -0.4542 2.3234  0.06
H 5.2250 1.6131 2.5598  0.14
H 5.0134 4.0304 3.1213  0.13
H 2.7460 5.0912 3.3189  0.12
H 0.7034 3.7191 2.8342  0.13

ΔE to the lowest compared entry with this formula, charge and spin = 82.9 kcal/mol
Total charge = +2
Frontier orbital gap (alpha / beta) = 5.47 / 3.89 eV
Spin multiplicity = 5
E_tot = -1328.2155 Eh